(1)
Here is a molecular structure, C19H40InO6 from the Open Molecules 2025 dataset. Energies are from ωB97M-V/def2-TZVPD.

Structure (ORCA input):
```
! wB97M-V def2-TZVPD RIJCOSX def2/J DEFGRID3
* xyz -1 1
H 3.61 8.15 -1.74
H -3.86 -7.84 -0.73
O -1.20 0.11 0.35
H -1.29 -0.59 2.28
H 1.96 3.33 1.74
H -4.49 -4.09 -0.35
H -2.99 -2.25 1.80
H -0.99 -2.71 0.44
O 0.77 -4.19 -1.22
H -5.43 -4.43 1.11
C -3.84 -6.75 -0.69
H -3.55 -6.38 -1.68
C 0.30 -5.45 -0.73
C 5.12 8.62 -0.25
H 6.38 7.64 -1.71
H 5.12 8.76 0.83
C 5.44 6.28 -0.32
O 4.06 6.53 -0.54
H -2.26 -2.80 -0.78
H -2.46 2.60 0.09
H 1.72 -6.84 -1.58
H 1.06 6.55 -0.49
C -2.74 -1.56 0.98
H 1.42 -7.12 0.14
H -5.66 -6.79 0.48
H 5.58 5.99 0.73
H -2.19 5.76 -0.40
O -3.07 4.85 1.99
H -2.62 0.47 1.79
H -0.19 -1.03 -1.05
H 2.61 -5.07 0.74
In 0.36 5.42 0.71
H 7.11 7.67 -0.10
H 2.97 8.21 -0.09
H -1.84 -0.53 -1.51
H 5.27 9.59 -0.73
H -3.61 -5.70 2.08
H 3.63 -5.68 -0.56
C 1.59 3.56 0.74
H 2.50 -3.19 -0.74
H -1.58 4.15 -0.82
H 5.75 5.45 -0.95
C 2.20 -4.14 -1.16
C -1.21 -0.89 -0.68
O -2.90 2.94 0.88
H -0.46 -5.84 -1.40
C -1.97 -0.34 1.46
C -5.17 -6.14 -0.25
O -2.87 -6.33 0.26
C -3.42 -5.29 1.09
C 3.83 7.93 -0.69
C -1.71 4.86 -0.01
C -2.59 4.28 1.03
C 1.53 -6.35 -0.62
C 6.17 7.58 -0.64
H 2.42 3.63 0.04
H 0.96 2.72 0.43
C 2.63 -5.34 -0.32
H 2.59 -4.22 -2.18
C -1.78 -2.15 -0.05
H -0.16 -5.29 0.25
H -2.68 -4.49 1.18
H 0.37 6.25 2.29
H -3.68 -1.26 0.50
H -5.85 -5.99 -1.08
C -4.70 -4.85 0.41
*
```

For the calculated total energy, the calculation gives -1389.43516 Ha. The value obtained for the LUMO energy is 2.1 eV. The value obtained for the energy above the lowest of the compared OMol25 structures with the same formula, charge and spin is 2.2 kcal per mole.

Here are the Löwdin charges for atoms 1 to 4, given in e:
1. H 0.116
2. H 0.114
3. O -0.137
4. H 0.120


(2)
Here is a molecular structure, C40H45F3N7O4ScSi from the Open Molecules 2025 dataset. Energies are from ωB97M-V/def2-TZVPD.

Structure (ORCA input):
```
! wB97M-V def2-TZVPD RIJCOSX def2/J DEFGRID3
* xyz -2 1
C 4.46 0.07 -0.21
C -0.42 4.74 0.83
C -0.73 -1.36 -1.99
H -2.72 -4.93 2.57
C -1.76 -1.70 2.54
H -4.48 0.16 -1.83
C -0.40 4.24 -0.50
C -5.04 0.06 -0.90
N 1.61 -1.16 2.82
N -3.10 0.36 0.43
O 1.20 1.17 5.43
H 5.08 -0.76 -0.49
H -4.46 -1.53 -5.39
H 1.20 -0.18 -3.10
C 3.25 -2.83 3.23
C 2.44 -2.87 -1.44
H -5.22 -0.21 1.83
H -1.83 -0.65 -6.62
H -2.12 1.91 -4.29
C 1.91 -0.94 -2.79
O 0.11 0.81 3.51
O 5.05 -2.17 6.31
C -1.36 -0.89 -5.66
C -4.42 0.93 0.18
C -4.04 -1.61 -4.38
C -0.97 -1.62 1.38
C 2.78 2.07 0.56
N -0.12 -3.05 -0.51
C -5.25 0.81 1.46
H -1.85 -0.82 3.19
C -0.08 1.88 -1.49
H -0.22 4.77 3.47
F 6.06 1.77 -2.36
H -0.45 -0.29 -5.57
H -3.70 2.49 -1.15
C 1.53 -1.88 -1.81
H 0.58 1.05 -1.23
H 5.07 -2.01 -3.41
C 4.08 -1.97 -2.97
H 3.45 -0.25 -4.09
H 4.39 -3.68 -1.71
F 6.68 2.87 -0.61
H -1.07 -1.94 -5.66
C 3.17 -0.99 -3.35
C 4.86 -2.75 5.23
N -2.30 1.02 1.39
H -5.36 2.74 -0.57
C 3.20 -0.17 0.33
C 3.70 -2.90 -2.01
H -4.81 -1.31 -3.67
H 0.32 2.33 -2.39
H -1.37 -4.90 0.51
Si -2.51 -0.54 -4.22
C 4.01 2.40 0.03
H -2.68 0.78 2.30
C -1.62 -0.91 -2.69
H 1.85 -2.77 1.58
H -5.00 -0.99 -0.60
C 6.18 1.69 -1.02
C 4.86 1.38 -0.37
C -0.18 2.88 -0.39
C 3.67 -2.19 4.40
H -0.86 3.13 3.67
C 1.05 0.57 4.39
H -0.52 4.79 -1.42
C 1.94 -0.59 3.99
Sc 0.12 0.32 1.60
H -4.00 3.06 0.50
F 7.10 0.75 -0.77
C -0.21 3.66 1.67
C 2.22 -2.29 2.48
O 5.47 -3.69 4.69
H -0.55 5.77 1.14
N 2.37 0.80 0.71
H 3.76 -3.74 2.93
H 4.30 3.44 -0.07
C -0.84 -2.82 0.63
H -4.87 1.47 2.25
C 2.96 -1.06 4.80
H 0.86 3.38 3.54
H -3.79 -2.65 -4.18
C -2.41 -2.84 2.99
H 3.20 -0.57 5.73
C -4.37 2.39 -0.28
H 2.11 -3.60 -0.71
H 2.09 2.84 0.88
C -0.10 3.73 3.16
H -2.99 -2.83 3.91
H -2.30 2.03 1.28
H -2.57 0.23 -0.43
H -3.67 1.58 -3.52
C -2.25 -4.01 2.25
N 0.25 -1.86 -1.22
H -6.08 0.34 -1.09
C -3.01 1.27 -4.33
H -3.52 1.46 -5.28
H 2.86 -1.18 0.47
N -0.06 2.51 0.93
C -1.49 -4.00 1.10
H -6.29 1.10 1.27
H -1.04 1.43 -1.75
*
```

For the calculated total energy, the calculation gives -3585.49009 Ha. The value obtained for the LUMO energy is 3.9 eV. The value obtained for the energy above the lowest of the compared OMol25 structures with the same formula, charge and spin is 39.9 kcal per mole.

Here are the Löwdin charges for atoms 1 to 4, given in e:
1. C 0.035
2. C -0.101
3. C -0.138
4. H 0.080


(3)
Here is C2H3N3O in the gas phase at a distorted geometry from the Open Molecules 2025 dataset. Energies are from ωB97M-V/def2-TZVPD.

Structure (ORCA input):
```
! wB97M-V def2-TZVPD RIJCOSX def2/J DEFGRID3
* xyz 0 1
C 1.34 -0.06 0.09
H -2.29 0.19 0.36
C -1.36 -0.03 0.02
H 2.33 -0.21 0.32
N 0.79 1.07 0.08
N -0.79 -1.13 0.13
H -0.87 2.03 0.01
O 0.57 -1.13 -0.20
N -0.51 1.14 -0.18
*
```

For the calculated total energy, the calculation gives -317.39112 Ha. The value obtained for the LUMO energy is 0.9 eV. The value obtained for the energy above the lowest of the compared OMol25 structures with the same formula, charge and spin is 88.6 kcal per mole.

Here are the Löwdin charges for atoms 1 to 4, given in e:
1. C -0.195
2. H 0.093
3. C -0.111
4. H 0.103